The following is a quantum chemistry calculation of a cluster of 2 separate species, C2H3ClO2S in total, from OMol25.

Each atom is followed by the atoms it is bonded to, with distances in Å.
Atoms and positions in Å:
1 C -0.17 1.45 -0.18  C2 1.475, S5 1.775, H7 1.128, H8 1.140
2 C 0.55 2.01 0.98  C1 1.475, O4 1.201, Cl6 1.790
3 O 0.02 -1.89 0.51  H9 0.916
4 O 0.65 1.60 2.11  C2 1.201
5 S -1.47 0.29 0.19  C1 1.775
6 Cl 1.53 3.47 0.66  C2 1.790
7 H -0.64 2.21 -0.86  C1 1.128
8 H 0.46 1.02 -1.02  C1 1.140
9 H -0.39 -2.70 0.55  O3 0.916

The calculation puts the HOMO energy (alpha / beta) at -10.46 / -10.44 eV. The gap between HOMO and LUMO (alpha / beta) is 0.25824 / 0.25812 Ha. As for the relative energy (zero: lowest compared OMol25 entry of this formula, charge and spin): 394.1 kJ/mol. For the total energy, the calculation gives -1086.70062 Eh. As for the spin multiplicity: 1.

Löwdin atomic charge list, values in e, 6 entries: -0.612, -0.862, -0.207, 0.040, 0.862, 0.637